C14H19N3O6S in the gas phase at a distorted geometry, computed with the ωB97M-V functional and the def2-TZVPD basis.

**HOMO**: -9.480 eV
**Energy**: -1558.70202 Eh
**SMILES**: CCOC(=O)N1CCN(S(=O)(=O)c2ccc(C)c([N+](=O)[O-])c2)CC1
**LUMO energy**: -0.72 eV
**ΔE to the lowest compared entry with this formula, charge and spin**: 0.0 kcal/mol

The geometry in ORCA input format:
```
! RIJCOSX wB97M-V def2-TZVPD def2/J DEFGRID3
* xyz 0 1
C 2.33308 2.14917 -2.05027
C 2.26470 1.69991 -0.60345
H 2.71822 2.44627 0.05855
H 2.78618 0.75112 -0.44317
O 0.89084 1.54401 -0.22716
C 0.70349 1.21233 1.06594
O 1.60011 0.91658 1.82113
N -0.60287 1.24711 1.42324
C -1.66596 1.62676 0.51582
H -1.40517 1.26899 -0.48095
C -2.99094 1.00240 1.00177
N -2.77087 -0.17926 1.79160
S -2.55380 -1.61137 0.97820
O -3.55856 -1.65701 -0.03842
O -2.49629 -2.64141 1.96967
C -0.95108 -1.58009 0.15500
C -0.89929 -1.26108 -1.18119
C 0.31833 -1.30384 -1.85511
C 1.49677 -1.69482 -1.20351
C 1.40047 -2.00594 0.15271
C 0.19787 -1.95065 0.83163
H 0.13781 -2.21884 1.87376
H 2.29191 -2.30418 0.68290
C 2.80895 -1.83940 -1.89857
H 2.70387 -2.43582 -2.80347
H 3.53243 -2.31466 -1.24146
H 3.19509 -0.87041 -2.20962
N 0.29085 -0.92517 -3.24746
O 1.33022 -0.58247 -3.77196
O -0.78133 -0.94488 -3.80945
H -1.80373 -1.00182 -1.71114
C -2.01377 0.02272 3.00500
H -2.70221 0.29442 3.81335
C -0.96431 1.13122 2.81864
H -0.05386 0.91596 3.37883
H -1.37014 2.09244 3.15673
H -1.56191 -0.93630 3.25515
H -3.54840 1.71580 1.61594
H -3.61324 0.70637 0.15776
H -1.75991 2.72007 0.47176
H 3.36479 2.37175 -2.30692
H 1.73451 3.04517 -2.18916
H 1.96715 1.37882 -2.72265
*
```